No. 1
Below is 2 unconnected molecules or ions with the total composition C37H38N3, with properties calculated with ωB97M-V/def2-TZVPD.

CARTESIAN COORDINATES (ANGSTROEM)
C: -0.1745 6.1252 -1.6815
N: -0.7745 5.4053 -0.5554
C: -2.0571 5.8729 -0.1438
C: -3.1118 5.8873 -1.0789
C: -4.3612 6.3944 -0.7249
C: -4.5665 6.9396 0.5488
C: -3.5111 6.9674 1.4680
C: -2.2661 6.4217 1.1356
C: -0.3838 4.0688 -0.3867
C: -0.1028 3.5705 0.9063
C: 0.2568 2.2530 1.0733
C: 0.2345 1.3198 0.0003
C: 0.3932 -0.0610 0.2752
C: 0.0212 -1.1154 -0.5912
C: 0.5338 -2.4293 -0.3707
C: 0.1813 -3.4794 -1.1935
C: -0.7307 -3.2906 -2.2536
N: -1.0645 -4.3702 -3.1036
C: -0.3337 -4.4486 -4.3764
C: -2.3800 -4.9196 -3.0860
C: -3.3898 -4.4011 -3.9109
C: -4.6711 -4.9581 -3.8681
C: -4.9399 -6.0543 -3.0411
C: -3.9190 -6.5994 -2.2521
C: -2.6490 -6.0250 -2.2544
C: -1.2700 -2.0140 -2.4720
C: -0.9233 -0.9591 -1.6518
C: 0.0297 1.8682 -1.3131
C: -0.2437 3.2110 -1.4962
H: 0.8746 5.8240 -1.7653
H: -0.6896 5.9136 -2.6290
H: -0.2308 7.2004 -1.4746
H: -2.9284 5.4719 -2.0756
H: -5.1700 6.3619 -1.4560
H: -5.5418 7.3549 0.8117
H: -3.6578 7.4152 2.4519
H: -1.4362 6.4269 1.8477
H: -0.1427 4.2633 1.7471
H: 0.5331 1.8770 2.0545
H: 0.7285 -0.3548 1.2666
H: 1.1996 -2.5884 0.4752
H: 0.5588 -4.4862 -1.0134
H: -0.4988 -5.4399 -4.8139
H: -0.6617 -3.6761 -5.0867
H: 0.7359 -4.3043 -4.1793
H: -3.1614 -3.5472 -4.5560
H: -5.4537 -4.5257 -4.4926
H: -5.9394 -6.4944 -3.0258
H: -4.1104 -7.4735 -1.6307
H: -1.8374 -6.4170 -1.6355
H: -1.9742 -1.8797 -3.2953
H: -1.4008 0.0059 -1.8005
H: 0.0662 1.2121 -2.1810
H: -0.4145 3.6135 -2.5003
C: 6.5194 -1.9640 1.6322
C: 5.4833 -2.7996 1.1890
C: 4.1675 -2.5834 1.6141
C: 3.8984 -1.5287 2.4970
C: 2.5417 -1.2958 3.1336
C: 2.5500 -1.3024 4.6838
C: 1.8489 -0.0049 5.1343
C: 1.7987 0.8933 3.8981
N: 1.9942 0.0048 2.7580
C: 4.9208 -0.6538 2.8842
C: 6.2303 -0.8671 2.4569
H: 7.5531 -2.1817 1.3625
H: 5.6954 -3.6369 0.5225
H: 3.3475 -3.2228 1.2745
H: 1.8537 -2.0761 2.7825
H: 2.0621 -2.2013 5.0720
H: 3.5889 -1.3154 5.0319
H: 0.8245 -0.2309 5.4520
H: 2.3614 0.4788 5.9723
H: 0.8247 1.3866 3.8369
H: 2.5677 1.6893 3.9030
H: 2.4014 0.4657 1.9530
H: 4.6775 0.1968 3.5272
H: 7.0152 -0.1837 2.7840

Calculated values
**Gap between HOMO and LUMO**: 5.83 eV
**HOMO level**: -0.39835 Eh
**Total energy**: -1596.693541 a.u.
**Multiplicity**: 1
**ΔE to the lowest compared entry with this formula, charge and spin**: 42.6 kcal per mole
**Net charge**: +1



No. 2
Below is a molecular structure, C37H39BrN2PdS3Si, with properties calculated with ωB97M-V/def2-TZVPD.

CARTESIAN COORDINATES (ANGSTROEM)
Pd: -0.8171 -0.0790 0.7665
S: 0.8645 -1.3852 4.7735
C: 0.4308 -0.7193 3.3058
S: -0.3927 0.7611 3.1719
S: 0.8351 -1.5114 1.8462
Br: -6.0312 -4.6410 0.2710
C: -4.4006 -3.6584 0.5668
C: -3.2444 -3.9703 -0.1712
C: -2.1836 -3.1103 -0.1111
N: -2.1840 -1.9469 0.5868
C: -3.3206 -1.6537 1.2767
C: -4.4343 -2.4453 1.2785
H: -3.1835 -4.8858 -0.7423
H: -1.2608 -3.3447 -0.6285
H: -3.3014 -0.7303 1.8594
H: -5.3116 -2.1646 1.8432
C: 1.2602 1.4123 -0.5117
H: 1.2355 2.4516 -0.1934
H: 0.4970 0.8467 0.1299
H: 0.9275 1.3855 -1.5472
C: -3.5870 -0.4025 -2.5253
C: -2.3522 0.3115 -3.0763
C: -1.0866 -0.4878 -2.7665
C: -2.2341 1.7294 -2.5638
C: -2.1929 2.7546 -3.4773
C: -2.1220 4.0879 -3.0925
C: -2.1707 4.3914 -1.7387
C: -2.2300 3.4187 -0.7669
C: -2.2828 3.8757 0.6761
C: -0.8625 3.9941 1.2389
C: -3.1228 3.0074 1.6107
C: -2.1516 2.0212 -1.1443
N: -2.0601 1.0916 -0.2547
H: -3.6428 -1.4131 -2.9254
H: -4.4982 0.1297 -2.7971
H: -3.5175 -0.4662 -1.4431
H: -2.4595 0.3641 -4.1706
H: -0.9955 -0.6022 -1.6792
H: -0.2056 0.0282 -3.1484
H: -1.1253 -1.4758 -3.2233
H: -2.2097 2.5145 -4.5362
H: -2.0458 4.8752 -3.8318
H: -2.1764 5.4349 -1.4403
H: -2.7316 4.8810 0.6650
H: -0.4572 2.9959 1.4026
H: -0.8687 4.5152 2.1957
H: -0.2168 4.5344 0.5471
H: -2.6425 2.0349 1.7370
H: -4.1250 2.8514 1.2133
H: -3.1978 3.4820 2.5898
C: 3.2605 -3.8138 -1.6253
C: 4.4096 -3.0962 -1.3306
C: 4.3175 -1.7757 -0.9384
C: 3.0806 -1.1398 -0.8248
C: 1.9364 -1.8736 -1.1247
C: 2.0254 -3.1944 -1.5184
Si: 2.9848 0.6738 -0.2779
C: 3.4656 0.7734 1.5514
C: 3.8446 -0.3707 2.2493
C: 4.0604 -0.3355 3.6130
C: 3.9031 0.8522 4.3074
C: 3.5427 2.0020 3.6281
C: 3.3228 1.9606 2.2640
C: 4.1732 1.5885 -1.4244
C: 4.0927 1.3729 -2.8076
C: 4.9374 2.0152 -3.6828
C: 5.9008 2.8987 -3.2038
C: 6.0160 3.0988 -1.8299
C: 5.1649 2.4552 -0.9598
H: 3.3297 -4.8536 -1.9213
H: 5.3795 -3.5727 -1.4111
H: 5.2205 -1.2217 -0.7083
H: 0.9599 -1.4094 -1.0202
H: 1.1287 -3.7553 -1.7389
H: 3.9285 -1.3080 1.7172
H: 4.3143 -1.2422 4.1440
H: 4.0329 0.8715 5.3806
H: 3.4023 2.9296 4.1682
H: 3.0090 2.8610 1.7514
H: 3.3505 0.6815 -3.1848
H: 4.8604 1.8344 -4.7478
H: 6.5547 3.4223 -3.8897
H: 6.7821 3.7615 -1.4463
H: 5.2533 2.6140 0.1069

Calculated values
**Gap between HOMO and LUMO (spin up / spin down)**: 3.79 / 3.80 eV
**HOMO level (spin up / spin down)**: -0.00828 / -0.00877 Eh
**Total energy**: -5728.779002 a.u.
**Multiplicity**: 1
**ΔE to the lowest compared entry with this formula, charge and spin**: 23.3 kcal per mole
**Net charge**: -2



No. 3
Below is a molecular structure, C37H39N4O6PRuSe2, with properties calculated with ωB97M-V/def2-TZVPD.

CARTESIAN COORDINATES (ANGSTROEM)
Ru: 0.1651 -0.0630 0.1173
O: -0.5558 -2.1298 0.7680
C: -0.4527 -2.7404 1.8397
C: 0.0525 -2.2333 3.0741
C: 0.0502 -3.1182 4.1684
C: 0.4956 -2.6950 5.3843
C: 0.9478 -1.3787 5.5747
C: 0.9589 -0.5045 4.5260
C: 0.5254 -0.8943 3.2263
O: 0.5956 -0.0450 2.2655
N: 0.5007 -3.6293 6.5170
O: 0.0922 -4.7571 6.3196
O: 0.9020 -3.2097 7.5839
H: -0.7887 -3.7870 1.8497
H: -0.3044 -4.1345 4.0512
H: 1.2853 -1.0805 6.5573
H: 1.3111 0.5113 4.6510
Se: -2.0788 -0.7033 -1.2222
P: -1.8485 1.0114 -2.5517
Se: -0.1623 2.1337 -1.8134
C: -1.5931 0.4276 -4.2448
C: -0.5758 0.9557 -5.0319
C: -0.4183 0.5206 -6.3419
C: -1.2739 -0.4368 -6.8631
C: -2.2919 -0.9660 -6.0772
C: -2.4527 -0.5373 -4.7713
C: -3.3589 1.9990 -2.5545
C: -4.5956 1.3900 -2.3538
C: -5.7549 2.1487 -2.4069
C: -5.6811 3.5121 -2.6571
C: -4.4489 4.1208 -2.8530
C: -3.2862 3.3677 -2.8022
H: 0.0908 1.7040 -4.6212
H: 0.3725 0.9348 -6.9536
H: -1.1510 -0.7734 -7.8844
H: -2.9599 -1.7130 -6.4853
H: -3.2428 -0.9587 -4.1604
H: -4.6549 0.3298 -2.1383
H: -6.7151 1.6765 -2.2467
H: -6.5869 4.1034 -2.6937
H: -4.3922 5.1847 -3.0419
H: -2.3240 3.8455 -2.9410
C: -0.2703 4.7221 2.7903
C: -1.2783 3.6806 2.3187
C: -2.2701 4.3182 1.3489
C: -2.0095 3.0802 3.5212
N: -0.4734 2.6821 1.5788
N: -1.2091 1.5412 1.1364
H: -0.7770 5.5301 3.3185
H: 0.2687 5.1425 1.9405
H: 0.4568 4.2792 3.4764
H: -2.7490 5.1804 1.8148
H: -3.0703 3.6294 1.0628
H: -1.7556 4.6470 0.4448
H: -2.5210 3.8613 4.0853
H: -1.3066 2.5848 4.1970
H: -2.7731 2.3582 3.2213
H: 0.2555 2.3108 2.1801
H: -1.9243 1.8490 0.4872
H: -1.6643 1.0677 1.9172
C: 3.3608 -1.6674 1.9553
O: 2.4560 -1.9023 0.8745
C: 2.4169 -3.1539 0.3380
C: 2.9574 -4.2736 0.9600
C: 2.8090 -5.5310 0.3944
C: 2.1171 -5.6844 -0.7973
C: 1.5988 -4.5696 -1.4300
C: 1.7520 -3.2990 -0.8851
N: 1.1723 -2.2199 -1.5853
C: 1.4350 -0.8870 -1.5061
C: 2.8070 -0.4239 -1.2734
C: 3.9333 -1.0686 -1.7679
C: 5.1711 -0.4771 -1.6024
C: 5.3129 0.7591 -0.9207
C: 4.2303 1.3954 -0.3944
C: 2.9455 0.7822 -0.5123
O: 1.9253 1.2350 0.0958
H: 3.2984 -0.6050 2.1697
H: 4.3766 -1.9408 1.6635
H: 3.0621 -2.2260 2.8434
H: 3.4845 -4.1690 1.8972
H: 3.2329 -6.3907 0.8952
H: 1.9895 -6.6628 -1.2387
H: 1.0726 -4.6727 -2.3723
H: 0.3557 -2.4634 -2.1282
H: 0.9120 -0.3093 -2.2690
H: 3.8349 -1.9981 -2.3134
H: 6.0482 -0.9483 -2.0259
H: 6.2992 1.1923 -0.8173
H: 4.3072 2.3267 0.1498

Calculated values
**Gap between HOMO and LUMO (spin up / spin down)**: 6.93 / 5.33 eV
**HOMO level (spin up / spin down)**: -0.38426 / -0.38953 Eh
**Total energy**: -7342.564305 a.u.
**Multiplicity**: 6
**ΔE to the lowest compared entry with this formula, charge and spin**: 27.4 kcal per mole
**Net charge**: +1



Which value of total energy does entry 2 give?
-5728.779002 a.u.